{
  "formula": "CH5N2S",
  "method": "ωB97M-V/def2-TZVPD",
  "total_charge": -1,
  "multiplicity": 1,
  "de_lowest_kj_mol": 91.8,
  "e_tot_ha": -548.81190,
  "homo_energy_ev": -3.06,
  "species": ["S", "H", "N", "C", "N", "H", "H", "H", "H"],
  "coordinates": [[-2.292, -0.404, -0.282], [-2.630, 0.781, 0.340], [0.539, 0.456, 0.371], [1.709, -0.136, -0.067], [2.858, 0.363, 0.321], [0.464, 1.219, 1.052], [-0.335, 0.112, 0.097], [1.728, -0.889, -0.847], [3.418, 0.328, -0.571]],
  "forces_ev_per_angstrom": [[-0.9, 0.5, 0.2], [0.2, -0.7, -0.4], [2.9, -0.7, 0.3], [-0.3, 3.5, 1.5], [0.0, 0.2, -1.8], [1.0, -0.7, -0.6], [-2.1, -1.2, -0.6], [-1.1, -0.1, -0.2], [0.2, -0.8, 1.6]]
}